(1)
The following is a DFT calculation (the ωB97M-V functional and the def2-TZVPD basis) of a 9-piece molecular cluster, C9H36N18O9 overall in a non-equilibrium geometry.

```
72
Properties=species:S:1:pos:R:3:forces:R:3:lowdin_charge:R:1
C -1.808 1.475 2.522 1.2862 0.9781 -0.2761 -0.76
O -0.865 0.841 2.937 1.6181 -1.2209 -0.0786 0.02
N -2.832 1.739 3.252 -4.5013 0.7216 3.6415 0.18
N -1.882 2.169 1.398 0.7872 0.6262 -3.3972 0.19
H -3.643 2.197 2.861 0.2556 -0.0459 0.2309 0.12
H -2.774 1.763 4.260 0.0578 -0.5247 -0.2553 0.13
H -2.729 2.660 1.150 0.2140 -0.1625 0.0277 0.12
H -1.338 1.867 0.602 -0.0492 -0.0963 0.0312 0.09
C -0.045 -0.212 -0.358 -0.5876 -0.4790 -0.5145 -0.73
O -1.292 -0.246 -0.388 -0.5762 0.6554 -0.2820 -0.06
N 0.706 -0.076 -1.409 -1.1625 0.4075 -3.4102 0.20
N 0.612 -0.311 0.748 0.6938 -0.4066 3.8210 0.22
H 0.139 0.234 -2.185 0.6798 -0.5594 -0.5304 0.10
H 1.715 -0.129 -1.404 0.3445 0.7045 0.2570 0.03
H 0.033 -0.053 1.534 0.4357 -0.4258 0.8344 0.07
H 1.615 -0.373 0.851 -0.2441 0.2558 -0.3245 0.12
C -1.893 3.745 -2.261 -1.5645 0.3054 1.8642 -0.79
O -3.108 3.718 -2.171 -0.8360 0.0503 -0.4325 0.02
N -1.175 2.783 -2.756 1.1155 -3.6155 -2.3179 0.17
N -1.153 4.634 -1.634 0.9403 2.9061 1.2693 0.16
H -1.703 1.923 -2.720 0.4674 -0.3539 -0.5809 0.09
H -0.165 2.768 -2.730 -0.3775 -0.1325 0.0953 0.11
H -0.168 4.458 -1.499 -0.3875 0.3779 0.2889 0.11
H -1.697 5.198 -0.996 0.6095 0.2944 -0.0876 0.12
C 0.001 -3.055 -3.444 -0.2506 -0.4472 1.3022 -0.85
O 0.873 -3.827 -3.633 3.6833 -3.3869 -0.1095 0.05
N -0.891 -3.124 -2.466 -0.7273 -1.1941 1.9621 0.17
N -0.175 -2.007 -4.163 -0.8050 4.4757 -2.6875 0.16
H -1.561 -2.375 -2.364 -0.1897 -0.6875 0.2868 0.07
H -0.888 -4.020 -1.999 -0.5190 0.4525 0.2387 0.12
H 0.509 -1.693 -4.837 -0.4953 -0.5099 -0.0581 0.12
H -1.169 -1.834 -4.205 0.0116 1.1374 -0.8377 0.05
C -3.890 -1.898 0.857 -4.2916 -1.9338 0.9821 -0.81
O -4.969 -2.415 1.098 -1.1916 -0.5779 0.0334 0.01
N -3.760 -0.599 0.930 -0.0041 3.7068 0.4909 0.16
N -2.829 -2.559 0.608 5.6566 -1.8323 -1.6731 0.20
H -2.835 -0.197 0.889 -0.1418 0.1399 0.0407 0.05
H -4.452 -0.262 1.584 0.2454 0.5257 -0.2247 0.11
H -2.697 -3.478 0.211 -0.9814 0.1328 0.3923 0.12
H -2.052 -1.943 0.413 0.4741 -0.3168 -0.1558 0.07
C 3.866 -0.355 -2.053 0.2865 -0.6829 1.4458 -0.77
O 3.292 0.225 -1.167 -1.9734 1.6216 1.4430 0.04
N 3.463 -1.410 -2.705 -3.4151 -2.6238 -1.5429 0.19
N 5.106 -0.164 -2.313 4.5903 1.1104 -1.3117 0.18
H 4.044 -1.923 -3.354 -0.5452 0.1739 0.0845 0.13
H 2.495 -1.679 -2.603 0.1649 -0.4911 -0.2287 0.10
H 5.452 -1.015 -2.734 1.5292 0.9904 0.1833 0.12
H 5.653 0.492 -1.774 0.0858 -0.4700 -0.1320 0.14
C 5.389 -0.681 3.065 2.5380 -1.1344 -2.5249 -0.85
O 6.480 -0.857 2.553 1.7570 0.1592 -0.1941 0.01
N 4.947 -1.191 4.126 0.1912 -3.2741 6.8304 0.17
N 4.416 -0.137 2.444 -3.5035 4.0607 -4.9667 0.17
H 4.015 -0.971 4.447 -0.1232 -0.4287 0.2315 0.05
H 5.552 -1.857 4.585 -0.2884 0.2684 0.2467 0.13
H 4.654 0.100 1.491 -0.4800 0.3023 0.1055 0.11
H 3.455 -0.102 2.751 0.3153 -0.1338 0.1074 0.08
C 2.034 0.496 5.281 -1.0600 -2.2788 -2.8586 -0.72
O 2.390 -0.408 4.512 0.0455 0.4446 -0.2814 0.00
N 0.958 1.227 5.094 -1.8000 1.5830 -0.9376 0.18
N 2.556 0.723 6.424 3.1083 0.8842 4.7537 0.18
H 0.853 2.009 5.725 -0.3849 0.0136 -0.6497 0.11
H 0.567 1.254 4.163 -0.4842 -0.0474 0.1358 0.08
H 3.515 0.471 6.618 -0.2854 -0.1873 0.0046 0.13
H 2.151 1.454 6.993 0.4763 -0.2507 0.0519 0.12
C -3.539 -0.817 -3.821 -2.7468 2.0534 0.3456 -0.73
O -2.881 -1.796 -3.868 2.7981 -3.1000 0.2689 0.05
N -3.736 -0.012 -2.776 0.6070 0.4742 0.9016 0.20
N -4.321 -0.479 -4.842 -0.7868 0.4228 -1.9643 0.16
H -3.216 -0.215 -1.934 -0.3313 0.4826 0.3281 0.08
H -4.348 0.772 -2.950 0.4552 0.0465 1.0113 0.11
H -4.080 -0.948 -5.704 -0.6212 0.3875 -0.0370 0.12
H -4.951 0.306 -4.755 0.1883 -0.3207 -0.7065 0.11
```
Forces are in eV/Å.

**Electronic energy**: -2027.53347 a.u.
**HOMO**: -9.0 eV
**Total charge**: 0
**Orbital gap**: 8.963 eV
**ΔE to the lowest compared entry with this formula, charge and spin**: 5.138 eV
**Lowest unoccupied orbital energy**: 0.0 eV

(2)
The following is a DFT calculation (the ωB97M-V functional and the def2-TZVPD basis) of C9H36N19NiO12 as an isolated structure in a non-equilibrium geometry.

```
77
Properties=species:S:1:pos:R:3:forces:R:3:mulliken_spin:R:1
Ni -0.720 -1.170 2.570 2.2819 1.2032 -0.9146 1.87
N 0.447 -0.111 -0.268 -1.1229 -0.6406 -1.1356 0.01
O 0.716 1.069 -0.562 0.0565 -0.6418 1.0771 0.01
O -0.258 -0.389 0.750 -0.4586 1.3257 0.5399 0.00
O 0.681 -1.042 -1.039 0.8403 0.2120 0.1212 0.01
C -1.155 1.822 3.432 0.7368 0.3038 0.3897 0.00
O -1.237 0.582 3.387 -1.0851 -1.3501 -0.0446 0.03
N -0.544 2.555 2.499 0.0756 -0.0490 -0.0730 0.00
N -1.597 2.511 4.507 -0.1388 -0.7031 -0.2113 0.00
H -0.228 3.452 2.822 0.1702 0.1801 -0.6089 0.00
H -0.129 2.103 1.697 0.0982 0.0047 0.0221 0.00
H -2.240 2.041 5.120 0.1267 0.1494 0.1987 0.00
H -1.467 3.503 4.560 -0.3080 0.0682 0.1025 0.00
C 2.477 -0.809 2.974 0.1908 -2.3498 0.7916 0.01
O 1.242 -0.669 3.040 -0.0170 0.5159 0.0523 0.03
N 3.101 -1.808 3.660 -0.4186 -0.1274 0.3896 0.00
N 3.315 -0.123 2.213 -0.8266 0.9654 -0.8355 0.00
H 4.087 -1.969 3.595 0.0893 0.0290 -0.0280 0.00
H 2.571 -2.474 4.195 -0.1083 0.2275 0.0279 0.00
H 2.894 0.514 1.558 0.3385 0.2646 0.2272 0.00
H 4.300 -0.289 2.241 0.1472 0.2316 -0.1227 0.00
C 3.846 -4.184 -2.150 -1.2207 0.0051 -1.7735 0.00
O 2.819 -4.654 -2.635 0.4525 -0.4671 1.0683 0.00
N 5.088 -4.658 -2.489 -0.9023 -0.3959 0.0748 0.00
N 3.837 -3.072 -1.393 1.6041 0.8145 0.9391 0.00
H 5.004 -5.598 -2.839 0.6491 0.1045 -0.2518 0.00
H 5.956 -4.253 -2.198 0.0598 -0.2556 0.1418 0.00
H 3.048 -2.611 -0.984 -0.3000 -0.1026 -0.5219 0.00
H 4.749 -2.658 -1.297 -0.2944 0.3861 0.4638 0.00
C -0.858 4.330 -1.273 -1.8785 -0.1691 0.6339 0.00
O -1.713 3.877 -2.023 0.6975 0.2805 -0.1945 0.00
N -1.192 4.882 -0.075 -0.2423 0.2520 0.5663 0.00
N 0.490 4.276 -1.459 0.0924 -0.1402 -0.8021 0.00
H -0.509 5.305 0.527 0.0374 0.1797 -0.1931 0.00
H -2.159 5.043 0.150 -0.0273 -0.1400 -0.2122 0.00
H 0.913 4.055 -0.575 0.4471 -0.2792 -0.2440 0.00
H 0.671 3.695 -2.271 0.5771 -0.0621 0.2982 0.00
C -1.928 0.360 -3.744 -1.4127 0.8986 -0.2306 0.00
O -1.764 -0.820 -4.039 0.3915 0.1515 0.1582 0.00
N -2.906 1.126 -4.311 0.6361 -0.8368 -0.1306 0.00
N -1.271 0.999 -2.739 1.2054 -0.6401 0.5271 0.00
H -3.520 0.607 -4.913 -0.2461 0.4827 -0.0848 0.00
H -3.030 2.088 -4.053 -0.3273 -0.0359 -0.0917 0.00
H -1.325 1.988 -2.522 -0.3236 0.0170 -0.3613 0.00
H -0.434 0.522 -2.444 0.0217 0.1238 -0.0382 0.00
C 3.098 3.534 1.067 0.5159 1.2989 0.7498 0.00
O 3.648 3.180 2.106 -0.6067 -0.0046 -0.6666 0.00
N 3.018 2.756 -0.040 0.7617 -1.7687 0.1487 0.00
N 2.604 4.783 0.857 -0.9199 1.0335 0.2877 0.00
H 2.231 2.693 -0.662 -0.0899 0.1818 0.0753 0.00
H 3.331 1.850 0.277 0.0671 -0.1583 -0.8282 0.00
H 2.314 5.113 -0.047 0.3783 -0.1200 -0.1649 0.00
H 2.616 5.500 1.563 0.3523 -0.3255 0.2533 0.00
C -3.210 -3.071 -1.741 0.8857 0.0210 -1.4893 0.00
O -3.609 -3.946 -0.984 -0.0236 0.7828 0.5669 0.00
N -3.825 -2.752 -2.918 -1.4142 -0.2553 0.3092 0.00
N -2.052 -2.357 -1.584 -0.3449 -0.9852 1.4002 0.00
H -3.333 -2.528 -3.763 0.0796 0.3307 0.1137 0.00
H -4.793 -3.028 -2.925 0.2004 -0.2450 -0.5822 0.00
H -1.720 -1.676 -2.258 -0.0131 -0.1908 0.1594 0.00
H -1.661 -2.578 -0.682 0.7239 0.4328 -0.3761 0.00
C 0.587 -3.834 1.457 0.7471 -1.3446 -0.1225 0.00
O -0.104 -2.872 1.851 -0.6911 -0.0258 0.5513 0.02
N 0.914 -4.866 2.260 -0.0819 0.4805 -0.0933 0.00
N 1.053 -3.889 0.197 -1.3107 1.8368 1.4963 0.00
H 1.324 -5.653 1.789 -0.0788 -0.3595 0.5371 0.00
H 0.471 -4.932 3.159 0.0116 -0.3414 -0.0729 0.00
H 0.797 -2.971 -0.165 0.6059 -0.4796 -1.5745 0.00
H 1.685 -4.580 -0.166 -0.0408 0.1610 -0.4583 0.00
C -4.628 1.129 -0.344 -1.6435 -0.7261 -1.0780 0.00
O -5.180 1.757 -1.239 0.7039 0.3092 0.5922 0.00
N -3.476 0.427 -0.527 0.0519 0.6095 -0.4589 0.00
N -5.237 0.830 0.836 0.1707 -0.1763 1.6418 0.00
H -2.934 0.096 0.250 0.2232 0.0488 -0.2427 0.00
H -3.054 0.639 -1.419 0.5081 -0.3135 0.3037 0.00
H -4.844 0.102 1.403 -0.0194 -0.0352 -0.0295 0.00
H -6.100 1.198 1.189 -0.0733 0.3374 -0.6551 0.00
```
Forces are in eV/Å.

**Electronic energy**: -3816.10934 a.u.
**Multiplicity**: 3
**HOMO (spin up / spin down)**: -10.6 / -10.6 eV
**Total charge**: +1
**Orbital gap (spin up / spin down)**: 7.237 / 5.631 eV
**ΔE to the lowest compared entry with this formula, charge and spin**: 1.394 eV
**Lowest unoccupied orbital energy (spin up / spin down)**: -3.4 / -5.0 eV

(3)
The following is a DFT calculation (the ωB97M-V functional and the def2-TZVPD basis) of a 9-piece molecular cluster, C9H36O9 overall in a non-equilibrium geometry.

```
54
Properties=species:S:1:pos:R:3:forces:R:3:lowdin_charge:R:1
C -0.181 -2.095 2.785 -0.6316 -0.9561 -0.4113 -0.19
O 0.269 -0.832 3.189 1.1766 0.1526 0.1452 -0.14
H -0.396 -2.812 3.596 0.2422 0.4151 0.1551 0.08
H -1.133 -1.972 2.257 0.1737 0.0231 -0.0724 0.06
H 0.508 -2.618 2.110 -0.0377 0.2205 -0.0090 0.08
H 1.258 -0.847 3.178 -0.9464 0.1515 0.1927 0.05
C 0.027 0.258 0.093 -0.5038 0.5842 0.1273 -0.11
O -0.097 1.111 -1.072 0.1342 -0.4863 0.6228 -0.15
H 0.737 0.666 0.818 0.0439 0.0043 -0.1041 0.08
H -0.942 0.181 0.600 0.2217 -0.1464 -0.0648 0.05
H 0.336 -0.744 -0.188 0.1101 0.0755 -0.3230 0.07
H -0.493 1.936 -0.745 0.0327 -0.1874 -0.1542 0.04
C 3.966 1.929 -1.146 -0.2503 -0.0907 0.2469 -0.17
O 4.029 3.130 -1.891 0.0795 0.0768 -0.2589 -0.12
H 4.759 1.234 -1.430 0.0025 -0.0595 0.0457 0.08
H 4.086 2.195 -0.096 0.0899 0.0109 -0.0282 0.07
H 2.991 1.440 -1.249 0.0679 -0.0594 -0.0936 0.07
H 4.099 2.891 -2.822 -0.0750 0.1073 0.0989 0.08
C -1.193 -3.601 -0.596 -1.0334 -0.9438 0.1059 -0.13
O -0.921 -4.626 0.382 0.3571 0.5995 0.0184 -0.13
H -2.268 -3.608 -0.815 0.1634 0.1725 0.0202 0.07
H -0.970 -2.649 -0.129 0.2505 0.0688 -0.0967 0.04
H -0.685 -3.740 -1.555 0.3862 0.0769 0.2985 0.08
H -0.832 -5.491 -0.018 -0.0807 0.0057 -0.3272 0.06
C 3.811 -0.505 1.844 0.7659 -0.5335 0.4841 -0.11
O 3.123 -0.664 3.111 0.3413 0.2110 -0.9910 -0.13
H 4.346 -1.427 1.566 -0.2776 0.1085 0.1361 0.09
H 3.115 -0.291 1.044 -0.4023 0.1459 0.1654 0.06
H 4.578 0.280 1.888 -0.3633 0.0570 0.0978 0.08
H 3.783 -0.909 3.765 -0.0876 -0.0129 0.0491 0.09
C 0.138 -1.054 -4.061 0.1949 0.1521 0.6357 -0.16
O 1.008 -0.755 -2.968 -0.3657 0.0938 -0.0407 -0.15
H 0.758 -1.450 -4.857 -0.0272 -0.0385 -0.1846 0.07
H -0.609 -1.802 -3.774 -0.0109 -0.0162 -0.0847 0.07
H -0.380 -0.152 -4.397 0.0045 -0.0510 -0.1598 0.08
H 0.530 -0.146 -2.378 0.2159 -0.0238 -0.1982 0.02
C -3.601 -0.446 -1.754 0.2130 -0.5038 0.4299 -0.14
O -3.678 -1.455 -0.745 0.0368 0.2589 -0.0535 -0.15
H -2.580 -0.365 -2.147 -0.0959 0.1578 0.0487 0.06
H -4.256 -0.764 -2.562 -0.0515 0.0322 -0.0630 0.07
H -3.941 0.526 -1.389 0.0399 0.0413 -0.0133 0.08
H -3.329 -1.119 0.100 -0.1953 0.0754 -0.3176 0.03
C -0.122 4.524 -0.301 -0.2924 0.4857 -0.0925 -0.12
O -0.974 3.541 0.288 0.2545 -0.0670 -0.1642 -0.14
H 0.333 5.165 0.458 0.0518 -0.0880 -0.0079 0.08
H 0.657 4.019 -0.856 0.1413 -0.2125 0.0178 0.08
H -0.677 5.159 -1.005 0.0564 -0.1101 0.1235 0.09
H -1.620 3.990 0.837 -0.1125 -0.0108 0.0406 0.08
C -2.829 1.155 2.075 -0.1777 -0.6806 0.5968 -0.11
O -3.141 -0.259 1.860 0.2804 1.2567 -0.0209 -0.14
H -2.023 1.289 2.810 -0.0549 -0.2637 -0.2338 0.09
H -2.494 1.579 1.133 -0.1461 -0.1176 -0.1031 0.05
H -3.701 1.709 2.453 0.0509 -0.2503 -0.2689 0.08
H -3.177 -0.709 2.708 0.0399 0.0883 0.0381 0.09
```
Forces are in eV/Å.

**Electronic energy**: -1041.49606 a.u.
**HOMO**: -9.6 eV
**Total charge**: 0
**Orbital gap**: 10.064 eV
**ΔE to the lowest compared entry with this formula, charge and spin**: 4.755 eV
**Lowest unoccupied orbital energy**: 0.5 eV

(4)
The following is a DFT calculation (the ωB97M-V functional and the def2-TZVPD basis) of C9H4GaI2NO5S as an isolated structure in a non-equilibrium geometry.

```
23
Properties=species:S:1:pos:R:3:forces:R:3:lowdin_charge:R:1
Ga -0.256 0.829 -1.992 -0.8491 2.1974 -1.9309 0.53
O -0.014 3.576 -4.308 -0.2527 -0.4994 0.9578 -0.28
S -0.319 3.138 -2.969 -1.4711 2.3224 -1.5005 0.43
O -0.669 4.168 -2.007 -0.0531 -0.9855 -0.4372 -0.31
O -1.471 2.002 -3.027 2.1202 -0.5212 1.3503 -0.31
O 0.832 2.313 -2.389 0.5547 -1.4038 0.4668 -0.28
I 1.184 -4.183 -1.888 0.2848 -0.2597 -1.1886 1.04
C 0.700 -2.718 -0.592 -0.7039 0.4718 2.4007 -0.68
C 0.713 -3.169 0.781 0.5286 -1.1271 -0.1444 -0.25
C 0.325 -2.406 1.835 0.4497 1.0966 0.0642 -0.63
I 0.421 -3.251 3.792 -0.0827 0.5039 -0.7623 0.90
C 0.032 -1.014 1.573 -1.7571 -0.8673 0.9087 -0.16
C -0.255 -0.066 2.603 1.3860 -0.2542 -0.6999 0.01
C -0.422 1.245 2.243 -0.2248 0.1279 0.0003 -0.03
C -0.563 1.630 0.919 0.3379 -1.3297 -3.0721 0.02
N -0.418 0.718 -0.114 -0.4423 -0.5277 3.7774 0.09
C -0.149 -0.624 0.208 0.7448 2.3420 2.7717 -0.11
C 0.249 -1.430 -0.834 0.4578 -1.7375 -1.8569 -0.37
O 0.192 -0.900 -2.055 0.1292 -0.7642 -0.7274 -0.03
H 1.105 -4.193 1.020 -0.5969 1.0246 -0.5612 0.08
H -0.097 -0.286 3.670 -0.2768 -0.2518 -0.7069 0.09
H -0.375 1.987 3.005 -0.3943 0.5650 0.3269 0.11
H -0.747 2.634 0.526 0.1109 -0.1225 0.5634 0.14
```
Forces are in eV/Å.

**Electronic energy**: -3694.74840 a.u.
**HOMO**: -9.3 eV
**Total charge**: 0
**Orbital gap**: 7.208 eV
**Lowest unoccupied orbital energy**: -2.1 eV